Computed, not measured: a structure of composition C25H29AuN7O3 at a distorted geometry, with the ωB97M-V functional and the def2-TZVPD basis.

HOMO-LUMO gap (spin up / spin down)	7.55 / 5.67	eV
HOMO level (spin up / spin down)	-0.5640 / -0.5836	Eh
energy	-46636.0912	eV
2S+1	3
M	672.5	g/mol
energy above the lowest of the compared OMol25 structures with the same formula, charge and spin	27.4	kcal/mol
total charge	+3

CARTESIAN COORDINATES (ANGSTROEM)
Au -2.07469 -1.05088 -0.24142
C 7.63720 8.30614 -1.69654
O 7.63687 7.06228 -0.94457
C 6.65116 6.33543 -0.70457
C 6.83428 5.13549 0.04734
C 5.77942 4.32687 0.31859
C 4.48375 4.70262 -0.13068
C 4.28452 5.84096 -0.97925
C 5.38513 6.64276 -1.16721
C 3.39315 3.85537 -0.08399
N 2.16762 4.17160 -0.33536
C 1.44299 2.98569 -0.18011
C 2.29661 1.97819 0.17039
N 3.52277 2.51846 0.24936
C 1.84685 0.69974 0.55548
C 2.62890 -0.26243 1.13664
C 2.05985 -1.50696 1.58913
C 0.69693 -1.68966 1.32583
N -0.05578 -0.84749 0.61378
C 0.49588 0.37480 0.30252
C -0.41478 1.45734 -0.23680
N -1.65221 1.09882 -0.44219
C -2.60897 2.11809 -0.43767
C -2.27825 3.46094 -0.43609
C -0.93848 3.81395 -0.45151
C 0.02278 2.78121 -0.34007
H 7.60508 7.99119 -2.76918
H 8.54690 8.82507 -1.35489
H 6.77277 8.94483 -1.61935
H 7.83372 5.07830 0.46095
H 5.92123 3.49006 0.95887
H 3.25266 6.04629 -1.41569
H 5.41252 7.33252 -2.01443
H 4.40595 2.12620 0.36816
H 3.68121 -0.16925 1.27913
H 2.69004 -2.20290 2.16096
H 0.19547 -2.65797 1.48113
H -3.55569 1.70932 -0.66226
H -2.92989 4.25900 -0.52420
H -0.49727 4.83302 -0.41191
N -3.80248 -1.59041 -1.64561
C -4.02615 -3.01446 -2.08267
C -2.81557 -3.88274 -1.68437
C -2.74766 -4.03152 -0.20411
O -3.11976 -5.03070 0.42533
O -2.30966 -3.02209 0.53268
H -4.61532 -1.29415 -1.18909
H -3.75378 -0.91085 -2.38089
H -4.18371 -3.06331 -3.16248
H -4.95541 -3.35249 -1.60253
H -1.87720 -3.45475 -2.11179
H -3.01387 -4.91263 -2.17958
N -5.18648 -8.07265 0.80837
C -5.83246 -6.78983 1.14424
C -5.48427 -6.50270 2.63232
N -4.16107 -6.97289 2.85478
H -4.91278 -8.02494 -0.13212
H -5.74942 -8.90633 1.02097
H -4.38516 -8.10337 1.51817
H -6.89913 -6.79575 0.92477
H -5.25390 -6.07116 0.51269
H -6.17043 -7.13279 3.19753
H -5.73902 -5.41838 2.82715
H -3.48944 -6.21198 2.74769
H -4.09412 -7.35207 3.79024